Computed, not measured: one molecule with the formula C4H10N2O in a non-equilibrium geometry, with ωB97M-V/def2-TZVPD.

- HOMO level: -0.350 hartree
- LUMO: 0.8 eV
- ΔE to the lowest compared entry with this formula, charge and spin: 6.4 kcal/mol
- F_max: 0.024 hartree/bohr
- Orbital gap: 10.345 eV
- Structure (SMILES): CCCNC(N)=O
- Net charge: 0

The geometry in XYZ format:
```
17
Properties=species:S:1:pos:R:3:forces:R:3:nbo_charge:R:1
C 2.385630 -0.043909 0.415364 0.4884 -0.0433 0.0072 -0.61
C 1.412519 -0.192423 -0.742435 0.3171 -0.5069 -0.1532 -0.41
C 0.001857 -0.491003 -0.287463 -0.7530 0.9457 0.1129 -0.22
N -0.741070 0.768502 -0.100319 0.1113 -0.1931 -0.1225 -0.64
C -2.065910 0.823704 0.228816 -0.2412 0.3550 0.2330 0.77
N -2.619713 -0.343882 0.717121 0.2498 0.3466 -0.0940 -0.85
O -2.722337 1.853886 0.169989 0.2673 -0.1193 -0.0324 -0.66
H 2.046394 0.577652 1.246879 -0.2166 0.0347 -0.2139 0.21
H 3.331932 0.364751 0.062308 0.0570 0.0619 0.0361 0.21
H 2.612136 -1.036669 0.809675 -0.0520 0.0518 0.1450 0.20
H 1.421793 0.659145 -1.420123 -0.0943 0.2883 0.1051 0.20
H 1.774289 -1.015538 -1.370852 -0.1233 0.0127 0.1320 0.21
H -0.000674 -0.987715 0.686481 0.1297 -0.2748 -0.1703 0.20
H -0.533490 -1.098358 -1.020087 0.0881 -0.2372 -0.0481 0.18
H -0.435564 1.600738 -0.583456 0.0822 -0.1664 0.0102 0.40
H -2.253425 -1.211759 0.367112 -0.2785 -0.1585 0.1026 0.38
H -3.614370 -0.227121 0.820988 -0.0320 -0.3974 -0.0497 0.41
```
Forces are in eV/Å.

=====

Computed, not measured: one molecule with the formula C5H6OS2 in a non-equilibrium geometry, with ωB97M-V/def2-TZVPD.

- HOMO level: -0.312 hartree
- LUMO: 0.3 eV
- ΔE to the lowest compared entry with this formula, charge and spin: 96.9 kcal/mol
- F_max: 0.070 hartree/bohr
- Orbital gap: 8.831 eV
- Structure (SMILES): C#CCOC(=S)SC
- Net charge: 0

The geometry in XYZ format:
```
14
Properties=species:S:1:pos:R:3:forces:R:3:nbo_charge:R:1
C -3.185447 0.233313 0.941710 -0.1379 -0.6211 2.1170 -0.21
C -2.595721 -0.079825 -0.068792 2.1572 -1.1416 -0.7174 -0.08
C -1.564055 -0.877863 -1.000411 -0.5434 0.2940 1.9194 -0.14
O -0.452652 -1.510803 -0.106205 -2.4220 1.9908 -1.7434 -0.50
C 0.700748 -0.899343 -0.054700 3.3072 -0.8002 0.4790 0.11
S 2.003797 -1.959696 0.276968 -1.3311 2.0679 -0.2297 -0.14
S 0.868807 0.925709 -0.382391 -0.9137 -1.8148 -0.0620 0.25
C 2.483267 1.378090 0.189552 1.2148 1.2201 3.0188 -0.79
H -3.568491 0.269184 2.051143 0.6896 0.3033 -3.1652 0.27
H -2.109210 -1.800960 -1.255378 0.3669 0.6072 -0.3826 0.24
H -1.045910 -0.366824 -1.887074 -1.1189 -0.5296 1.5214 0.24
H 3.411198 0.918917 -0.212737 -1.0160 0.2602 -0.2872 0.26
H 2.554883 1.245386 1.339885 -0.2612 -0.2600 -1.8086 0.24
H 2.498783 2.524713 0.168431 0.0087 -1.5762 -0.6596 0.25
```
Forces are in eV/Å.

=====

Computed, not measured: a 2-piece molecular cluster, C2H3NO2S overall in a non-equilibrium geometry, with ωB97M-V/def2-TZVPD.

- HOMO level (spin up / spin down): -0.333 / -0.334 hartree
- LUMO (spin up / spin down): -0.8 / -0.8 eV
- ΔE to the lowest compared entry with this formula, charge and spin: 150.9 kcal/mol
- F_max: 0.091 hartree/bohr
- Orbital gap (spin up / spin down): 8.260 / 8.264 eV
- Net charge: 0

The geometry in XYZ format:
```
9
Properties=species:S:1:pos:R:3:forces:R:3:nbo_charge:R:1
C -0.836085 0.468596 0.052570 -1.5642 -2.1933 -1.6632 -0.52
C 0.127010 -0.415816 0.064677 3.0467 0.0779 -0.2611 -0.07
N 2.215745 0.317837 0.030416 -3.7266 0.5475 0.8331 0.52
O 2.412840 1.484616 0.209074 0.0569 0.0371 -0.1373 -0.36
O 2.973895 -0.553239 -0.187821 1.3729 -1.1423 -0.3498 -0.37
S 0.433374 -2.113085 0.034700 -4.5142 0.2867 1.1970 0.12
H -1.843674 0.112644 -0.428767 1.7814 0.7910 1.3420 0.25
H -0.678087 1.483952 0.283536 0.1658 1.0469 0.1615 0.26
H 1.629196 -2.226274 -0.279086 3.3812 0.5485 -1.1221 0.16
```
Forces are in eV/Å.

=====

Computed, not measured: a 16-piece molecular cluster, C5H41NO15 overall in a non-equilibrium geometry, with ωB97M-V/def2-TZVPD.

- HOMO level: -0.314 hartree
- LUMO: -0.2 eV
- ΔE to the lowest compared entry with this formula, charge and spin: 158.5 kcal/mol
- F_max: 0.163 hartree/bohr
- Orbital gap: 8.382 eV
- Net charge: 0

The geometry in XYZ format:
```
62
Properties=species:S:1:pos:R:3:forces:R:3:nbo_charge:R:1
C -0.723266 0.324594 1.666417 -5.6131 -4.5961 -4.2238 -0.20
N -0.152639 -0.456572 0.491152 -0.9140 -1.3431 2.3996 -0.48
C -0.083741 0.052671 -0.842325 -0.8296 0.4917 -2.2160 -0.41
C -0.748895 -1.874504 0.517883 -1.2567 0.4896 -0.0644 -0.21
C -1.334054 -2.278125 1.915134 0.1077 3.5903 -1.5397 -0.41
C -1.470183 -0.832672 2.525259 1.5147 0.0963 0.5210 -0.43
H -0.122767 0.828138 2.261815 3.5294 2.3537 2.1375 0.18
H -1.540841 0.976715 1.230209 0.8447 -0.2016 0.7623 0.17
H -0.860821 -0.416948 -1.547232 0.4223 0.7514 1.3645 0.17
H -0.169498 1.158883 -1.062534 0.0564 -1.2607 1.2237 0.20
H 0.846660 -0.215362 -1.346750 0.3905 -0.0389 0.2568 0.19
H -1.675565 -2.030449 -0.151588 2.3105 0.2284 0.0832 0.17
H 0.094402 -2.524360 0.328667 -0.2407 -0.3934 -0.7663 0.19
H -2.323544 -2.700878 1.893026 -0.3859 -0.1209 -0.5778 0.22
H -0.718853 -3.032284 2.273086 1.4527 -0.7571 1.7137 0.21
H -1.268790 -0.759981 3.582505 1.2143 -0.2871 0.4591 0.21
H -2.486897 -0.647956 2.661958 -2.0562 0.5849 -0.9120 0.21
H -1.802199 2.109281 -3.374140 0.4946 0.4080 1.8869 0.49
H -0.959613 2.484136 -2.070703 2.5746 1.1466 0.3576 0.49
O -1.782147 2.215445 -2.379449 -3.0256 -0.9969 -2.3869 -0.98
H -3.036137 2.099768 -0.260094 0.2517 -0.0402 -0.0929 0.47
H -4.316833 2.972439 -0.296822 2.8643 -0.1659 1.4793 0.48
O -3.384415 2.885614 0.169090 -3.1064 0.3476 -1.2314 -0.95
H 2.147167 -2.919338 2.239386 -1.4846 -1.7431 -5.9227 0.47
H 2.159433 -1.893168 3.122032 0.2462 -0.4130 1.0808 0.47
O 2.405111 -2.842056 3.078293 1.0888 2.2413 4.8710 -0.93
H 1.463330 2.132547 -4.094752 1.0789 -1.5522 1.8457 0.47
H 1.822857 0.669663 -3.945573 0.0372 -2.2614 -1.0663 0.47
O 1.855257 1.444741 -3.441888 -1.1540 3.7327 -0.6732 -0.94
H -1.502644 2.643715 3.254916 -1.3123 -0.0141 -1.0839 0.51
H -2.579001 3.798678 2.554135 -2.1412 -1.0240 -1.6979 0.52
O -1.875515 3.507752 3.066428 3.2554 1.1268 2.6046 -1.01
H -2.938864 -1.335541 -0.482886 -2.9317 -0.8905 -0.8775 0.44
H -3.839770 -1.245864 -1.699900 -0.3219 0.2645 -0.4094 0.49
O -3.857225 -1.666894 -0.833410 2.6901 0.6857 1.5007 -0.95
H -0.679595 -1.820694 -4.343377 0.3664 -0.2293 -0.2714 0.48
H -0.276867 -1.087880 -2.990952 -2.1703 -1.0799 -2.2747 0.50
O -1.073293 -1.345979 -3.617253 1.7428 1.2620 2.1654 -0.98
H 0.468406 4.042196 -0.229011 0.7752 -0.9482 -0.5491 0.50
H 1.228662 2.867484 -0.946190 1.0758 -2.9576 0.7687 0.47
O 0.935614 3.722393 -1.042695 -1.7771 3.5550 -0.5973 -0.99
H 1.275817 1.192149 4.850544 -1.5372 -1.6300 -0.4038 0.48
H -0.201898 0.767618 4.335890 1.9431 -0.6116 0.8648 0.47
O 0.668705 0.396337 4.684746 -0.2220 2.2554 -0.3062 -0.94
H 2.855804 -2.641642 -0.303683 0.7315 1.5863 -1.1227 0.48
H 1.773585 -3.658494 -0.394883 0.7975 -0.0004 0.7141 0.48
O 2.554199 -3.397089 0.146013 -2.0627 -2.2913 0.5312 -0.98
H -0.439080 4.488011 1.894804 -1.1951 -0.3243 0.6918 0.49
H 0.849311 5.080370 1.564241 1.7614 2.4967 -0.0152 0.47
O 0.419276 4.272716 1.559709 -0.5627 -2.1254 -0.3570 -0.94
H 4.231638 -3.164572 1.402006 -0.2689 -0.6922 -0.3904 0.49
H 4.518132 -2.080617 2.343460 0.5156 -0.1568 -0.9895 0.49
O 4.803380 -2.401816 1.451329 -0.1695 1.0250 1.0967 -0.97
H -2.861368 -0.004844 -3.276045 0.9935 -0.8917 -1.0781 0.48
H -3.178265 0.861287 -2.168745 -0.2414 0.2375 0.1364 0.48
O -3.612461 0.234969 -2.761024 -0.7196 0.4858 0.4771 -0.96
H 4.016087 -1.292262 -0.354941 -0.9131 -0.4102 -3.0033 0.55
H 4.299026 -1.750794 -1.938429 -1.0603 0.6988 1.6019 0.50
O 3.573124 -1.429159 -1.316193 2.9814 0.1925 1.8442 -1.01
H 2.402618 -1.540777 -2.491067 -0.9317 0.2143 -0.7973 0.50
H 2.399002 -2.516897 -3.647766 -0.9750 0.9624 0.0651 0.47
O 1.890026 -1.727880 -3.327055 1.4715 -1.0621 0.3928 -0.99
```
Forces are in eV/Å.

=====

no.,energy (Eh)
1,-343.191335
2,-1065.574351
3,-681.218788
4,-1398.281338